Entry 1:
C24H25Cl3NO3Ti as an isolated structure at a distorted geometry. Source: the Open Molecules 2025 dataset; level of theory: ωB97M-V with the def2-TZVPD basis set.

```
57
Properties=species:S:1:pos:R:3:forces:R:3
C 2.013 -0.150 2.391 0.988 0.370 -0.434
C 2.212 -0.904 1.187 0.666 1.033 0.360
C 1.932 -0.059 0.079 0.045 0.156 0.474
H 2.614 -1.912 1.108 -0.378 0.275 0.162
C 1.555 1.228 0.587 0.492 -0.151 0.675
C 1.629 1.180 2.010 1.179 -0.505 -0.740
H 1.385 2.122 -0.006 -0.012 -0.285 0.289
C -1.054 -2.079 3.049 0.178 -0.470 -0.807
C 0.122 -2.654 2.496 -0.896 -0.909 -0.190
C 0.007 -2.647 1.071 -1.063 -0.387 0.609
H 0.941 -3.089 3.066 -0.137 0.283 -0.148
C -1.265 -2.078 0.745 -0.054 -0.840 0.957
C -1.918 -1.698 1.979 0.508 -1.056 -0.669
H 2.056 -0.307 -0.975 -0.123 -0.033 0.303
H 1.515 2.047 2.656 -0.270 -0.409 -0.035
H 2.195 -0.493 3.407 -0.167 0.077 -0.330
H -2.935 -1.309 2.051 0.544 0.079 0.088
H 0.678 -3.092 0.336 -0.048 0.312 0.375
H -1.313 -2.022 4.102 0.289 0.199 -0.248
Ti -0.093 -0.278 1.442 1.922 -0.438 -0.704
C -1.738 -1.633 -0.613 -0.076 0.095 0.093
C -3.257 -1.814 -0.662 -0.168 -0.115 -0.066
C -1.099 -2.459 -1.727 -0.054 -0.145 -0.116
H -3.485 -2.832 -0.312 0.045 0.270 -0.113
H -3.639 -1.712 -1.683 -0.037 0.160 0.098
H -3.775 -1.100 -0.014 0.091 -0.148 -0.207
H -1.295 -3.523 -1.524 0.081 0.254 -0.142
H -0.013 -2.317 -1.802 -0.179 0.033 0.113
H -1.548 -2.202 -2.695 0.110 -0.022 0.083
C -1.257 -0.144 -0.663 -0.086 0.817 -0.799
C -2.019 0.842 -1.540 -0.562 -0.420 1.871
H -0.189 -0.101 -0.956 -0.636 -0.185 0.289
H -1.489 0.353 0.342 -0.122 -0.232 -0.870
O -3.168 1.090 -1.199 0.387 0.219 -1.539
N -1.327 1.444 -2.584 -0.608 0.697 -0.578
C -0.150 2.301 -2.287 -0.241 -0.233 -0.018
H -1.981 1.907 -3.213 0.125 0.033 0.364
C 1.149 1.707 -2.789 0.183 -0.040 -0.208
C 2.355 2.371 -2.524 -0.075 -0.385 -0.035
H 2.325 3.347 -2.034 0.101 -0.311 -0.009
C 3.570 1.770 -2.849 -0.212 -0.004 -0.121
H 4.504 2.268 -2.588 -0.215 -0.151 -0.084
C 3.585 0.532 -3.502 -0.232 0.010 -0.059
H 4.536 0.058 -3.749 -0.273 0.126 0.075
C 2.380 -0.081 -3.859 -0.128 0.347 0.097
H 2.371 -1.019 -4.415 0.100 0.193 0.170
C 1.157 0.509 -3.506 0.414 0.070 0.047
H 0.201 0.055 -3.779 0.415 0.033 0.208
H -0.081 2.498 -1.199 -0.097 -0.190 -0.550
H -0.314 3.278 -2.770 -0.019 -0.305 0.172
Cl -1.282 2.419 6.290 -0.123 0.115 -0.215
C -1.491 2.305 4.542 0.230 -0.582 -0.556
Cl -3.216 2.154 4.109 0.190 0.363 0.240
Cl -0.725 3.700 3.722 -0.363 0.031 0.324
C -0.783 1.035 3.958 0.628 -1.433 -2.605
O -0.146 0.261 4.655 -0.659 1.111 0.144
O -0.938 0.932 2.640 -1.596 2.619 4.516
```
Positions in Å, forces in eV/Å.

Frontier orbital gap (spin up / spin down) ... 4.0 / 6.7 eV
Highest occupied orbital energy (spin up / spin down) ... -1.358 / -4.086 eV
ΔE to the lowest compared entry with this formula, charge and spin ... 0.00 kcal per mole
Total energy ... -3440.0987 Eh
Net charge ... -1
⟨S²⟩ ... 2.007
2S+1 ... 3


Entry 2:
C24H25ClO4PtS2 as an isolated structure. Source: the Open Molecules 2025 dataset; level of theory: ωB97M-V with the def2-TZVPD basis set.

```
57
Properties=species:S:1:pos:R:3:forces:R:3
Pt -0.409 -0.137 -0.484 -0.102 -0.069 -0.422
C -0.603 1.761 -3.153 -0.013 0.020 -0.031
S -1.033 1.695 -1.423 -0.046 -0.158 0.218
C -0.058 3.111 -0.907 -0.022 0.050 -0.005
O -2.448 2.149 -1.361 0.084 -0.011 0.002
H -0.983 2.716 -3.519 0.015 -0.013 -0.042
H -1.081 0.908 -3.627 -0.018 0.009 -0.013
H 0.477 1.659 -3.267 0.000 0.003 -0.005
H 0.995 2.865 -1.041 0.006 -0.006 0.029
H -0.304 3.272 0.139 0.014 -0.002 0.037
H -0.352 3.977 -1.505 0.011 -0.025 -0.016
C 0.279 -0.983 -2.246 0.004 -0.047 0.254
C 1.456 -0.686 -2.828 0.467 0.222 -0.415
C 2.449 0.322 -2.387 -0.252 -0.190 -0.085
C 3.580 0.605 -3.112 0.114 0.037 -0.055
C 3.914 -0.021 -4.328 -0.271 -0.082 0.097
C 2.990 -0.999 -4.777 0.199 0.076 -0.090
C 1.848 -1.327 -4.108 -0.187 0.031 0.342
H 2.291 0.795 -1.426 -0.009 -0.001 0.067
H 4.261 1.350 -2.700 -0.012 -0.016 -0.009
H 4.817 0.220 -4.876 -0.013 -0.011 0.007
H 3.192 -1.522 -5.713 0.000 0.009 0.021
H 1.183 -2.083 -4.515 0.016 0.005 0.013
C -1.783 -3.312 5.751 -0.008 0.012 0.006
C -1.368 -2.087 4.980 -0.022 -0.023 0.045
C -2.296 -1.312 4.299 -0.002 0.055 -0.034
C -1.899 -0.204 3.556 -0.018 -0.086 -0.047
C -0.560 0.122 3.495 -0.021 0.009 -0.104
C 0.390 -0.644 4.156 -0.039 -0.037 0.046
C -0.021 -1.734 4.903 0.029 0.036 0.004
S -0.091 1.552 2.502 -0.089 -0.078 0.114
C 0.427 2.515 3.954 0.139 0.090 0.031
O -1.367 2.206 2.099 0.010 0.108 0.048
H -2.864 -3.455 5.709 -0.013 0.006 -0.006
H -1.493 -3.239 6.801 0.011 0.008 0.019
H -1.307 -4.206 5.342 -0.010 0.036 0.020
H -3.346 -1.587 4.328 0.013 0.000 -0.002
H -2.602 0.399 2.995 -0.021 0.000 0.008
H 1.444 -0.426 4.038 0.049 -0.005 -0.003
H 0.719 -2.355 5.396 0.002 -0.002 -0.009
H -0.387 2.562 4.677 -0.017 -0.024 -0.043
H 0.660 3.511 3.580 0.023 0.035 0.011
H 1.318 2.067 4.394 -0.008 -0.009 0.013
Cl 0.929 -6.923 4.936 -0.002 0.069 -0.069
C 0.994 -5.513 3.879 -0.033 -0.197 0.174
C -0.129 -5.168 3.152 -0.049 0.019 -0.115
C -0.079 -4.041 2.342 -0.025 -0.103 0.009
C 1.074 -3.273 2.275 -0.008 0.212 -0.213
C 2.190 -3.653 3.004 0.035 -0.041 0.008
C 2.162 -4.779 3.814 0.082 0.067 -0.009
C 1.104 -1.967 1.463 0.150 -0.192 0.204
O 2.108 -1.263 1.586 -0.211 0.041 -0.067
O 0.039 -1.777 0.802 0.061 0.151 0.043
H -1.024 -5.771 3.223 -0.027 -0.013 -0.005
H -0.933 -3.728 1.756 -0.015 0.004 0.004
H 3.073 -3.033 2.927 0.032 0.022 0.006
H 3.025 -5.084 4.390 0.020 -0.001 0.010
```
Positions in Å, forces in eV/Å.

Frontier orbital gap ... 2.5 eV
Highest occupied orbital energy ... 1.371 eV
ΔE to the lowest compared entry with this formula, charge and spin ... 2.90 kcal per mole
Total energy ... -2606.2355 Eh
Net charge ... -2


Entry 3:
A 5-piece molecular cluster, C24H25F32NO8 overall. Source: the Open Molecules 2025 dataset; level of theory: ωB97M-V with the def2-TZVPD basis set.

```
90
Properties=species:S:1:pos:R:3:forces:R:3
F 0.746 -3.133 -4.912 -0.015 0.001 0.021
C 1.477 -2.985 -6.035 0.027 0.002 -0.066
F 2.018 -4.182 -6.349 -0.007 -0.007 0.013
C 2.610 -1.975 -5.818 0.049 -0.034 0.117
F 3.479 -2.446 -4.904 -0.001 -0.008 -0.008
F 3.257 -1.918 -7.022 -0.020 0.009 -0.023
C 2.220 -0.528 -5.489 -0.014 0.392 -0.233
O 2.277 -0.149 -4.129 0.154 -0.444 0.142
C 1.212 -0.277 -3.287 -0.028 0.244 -0.009
F 0.099 -0.691 -3.927 -0.053 -0.050 -0.056
F 0.942 0.949 -2.778 -0.077 0.005 -0.022
C 1.534 -1.184 -2.093 0.047 0.006 0.017
F 1.859 -2.419 -2.527 -0.024 -0.010 -0.013
F 0.423 -1.283 -1.323 -0.004 0.012 0.011
H 0.828 -2.663 -6.853 -0.010 0.006 0.008
H 2.988 0.077 -5.969 -0.006 0.006 0.019
H 1.267 -0.264 -5.950 -0.053 -0.125 0.057
H 2.357 -0.768 -1.512 -0.054 -0.013 0.067
F 7.948 3.585 7.565 0.015 -0.015 -0.007
C 7.080 4.599 7.749 -0.032 0.056 0.015
F 6.733 4.629 9.053 0.010 -0.010 0.004
C 5.815 4.388 6.908 -0.026 -0.122 0.021
F 5.162 3.291 7.328 -0.004 0.005 0.008
F 5.031 5.477 7.179 0.017 0.028 -0.007
C 5.975 4.366 5.381 -0.088 0.295 -0.327
O 6.016 3.091 4.770 -0.063 -0.207 0.388
C 7.180 2.414 4.572 -0.039 0.028 -0.179
F 8.261 3.138 4.898 0.046 -0.031 0.058
F 7.273 2.140 3.241 0.156 0.163 0.069
C 7.165 1.047 5.274 -0.076 -0.030 -0.051
F 7.020 1.206 6.602 0.031 0.011 0.022
F 8.346 0.430 5.040 0.001 -0.014 -0.009
H 7.563 5.545 7.489 0.012 -0.007 -0.011
H 5.058 4.815 5.004 0.004 -0.022 -0.010
H 6.802 5.001 5.064 0.081 -0.068 0.103
H 6.345 0.440 4.882 -0.010 0.004 0.002
F -5.534 1.254 -2.456 -0.022 -0.010 0.008
C -4.335 1.736 -2.844 0.072 0.040 -0.008
F -4.527 2.957 -3.387 -0.014 -0.001 0.006
C -3.700 0.823 -3.899 -0.095 -0.030 -0.104
F -4.453 0.821 -5.017 0.001 0.008 0.006
F -2.506 1.418 -4.201 0.016 0.006 0.034
C -3.354 -0.613 -3.485 0.455 -0.236 0.105
O -4.269 -1.623 -3.868 -0.289 0.334 -0.204
C -5.319 -1.988 -3.082 0.120 -0.190 0.056
F -5.307 -1.371 -1.885 -0.035 0.041 0.032
F -5.221 -3.318 -2.848 0.009 0.007 0.055
C -6.663 -1.778 -3.795 0.035 0.018 0.008
F -6.828 -0.484 -4.124 0.006 0.013 0.018
F -7.654 -2.125 -2.938 -0.102 -0.038 0.009
H -3.681 1.833 -1.974 -0.011 -0.014 0.011
H -2.448 -0.847 -4.042 -0.018 -0.022 -0.001
H -3.096 -0.670 -2.427 -0.136 0.079 0.029
H -6.719 -2.395 -4.693 -0.001 -0.024 0.011
F -11.219 -2.227 0.517 -0.017 0.012 0.008
C -10.155 -2.942 0.098 0.051 -0.045 -0.041
F -10.273 -4.198 0.582 -0.015 0.001 0.002
C -8.851 -2.332 0.622 -0.013 0.027 0.145
F -8.815 -2.410 1.967 -0.009 -0.006 -0.006
F -7.865 -3.141 0.131 -0.005 -0.005 -0.032
C -8.495 -0.915 0.157 0.404 0.199 -0.368
O -8.772 0.144 1.054 -0.201 -0.317 0.343
C -9.966 0.800 1.060 0.092 0.171 -0.118
F -10.772 0.412 0.057 -0.044 -0.035 -0.004
F -9.711 2.120 0.881 -0.031 0.003 -0.049
C -10.671 0.682 2.420 0.024 0.033 0.006
F -10.912 -0.610 2.712 -0.015 -0.012 -0.014
F -11.853 1.334 2.355 -0.005 0.009 0.010
H -10.147 -2.982 -0.994 -0.010 0.018 -0.002
H -7.409 -0.919 0.080 -0.009 0.004 -0.004
H -8.880 -0.720 -0.844 -0.145 -0.049 0.057
H -10.050 1.125 3.200 0.006 -0.005 0.005
C 8.014 -1.194 1.582 -0.015 -0.072 -0.084
C 7.180 -1.023 0.324 0.235 -0.050 0.084
O 6.841 0.338 0.055 -0.197 -0.118 -0.192
C 5.866 0.883 0.909 0.122 0.401 0.219
N 4.602 0.211 0.792 -0.428 -0.246 0.059
O 4.127 0.042 -0.501 0.152 0.157 -0.243
C 4.222 -0.742 1.716 -0.100 0.087 -0.240
O 4.373 -0.593 2.901 0.468 -0.192 0.242
O 3.630 -1.817 1.157 0.242 0.015 -0.261
H 8.088 -2.254 1.829 0.012 -0.015 0.019
H 9.022 -0.814 1.429 -0.017 0.097 0.044
H 7.574 -0.685 2.438 -0.017 -0.025 0.033
H 6.279 -1.647 0.357 -0.048 0.061 0.050
H 7.753 -1.343 -0.545 -0.029 -0.008 -0.033
H 6.143 0.834 1.958 -0.085 -0.116 -0.026
H 5.774 1.929 0.628 -0.040 -0.019 -0.158
H 4.890 -0.210 -1.048 0.101 -0.066 0.117
H 3.685 -2.527 1.809 -0.350 0.074 0.231
```
Positions in Å, forces in eV/Å.

Frontier orbital gap ... 10.6 eV
Highest occupied orbital energy ... -10.260 eV
SMILES ... FC(F)C(F)(F)COC(F)(F)C(F)F.FC(F)C(F)(F)COC(F)(F)C(F)F.FC(F)C(F)(F)COC(F)(F)C(F)F.FC(F)C(F)(F)COC(F)(F)C(F)F.CCOCN(O)C(=O)O
Total energy ... -4781.8993 Eh
Net charge ... 0


Entry 4:
C24H25FeNO2S4Se2 as an isolated structure. Source: the Open Molecules 2025 dataset; level of theory: ωB97M-V with the def2-TZVPD basis set.

```
59
Properties=species:S:1:pos:R:3:forces:R:3
Fe -0.155 0.468 -0.496 0.247 -0.524 -0.043
S -1.310 2.349 -1.011 -0.242 0.288 0.152
C -1.388 3.103 0.578 0.120 -0.024 -0.068
C -2.567 3.518 1.183 -0.026 0.020 0.020
C -2.545 4.154 2.419 0.004 -0.008 -0.021
C -1.339 4.379 3.062 0.006 0.003 0.014
C -0.147 3.966 2.474 0.002 0.012 -0.003
C -0.173 3.324 1.247 -0.049 -0.010 0.017
S 1.253 2.699 0.396 0.092 0.142 -0.102
C 2.354 2.400 1.799 0.017 -0.107 0.055
C 3.279 1.246 1.508 -0.021 0.007 -0.033
C 4.467 1.068 2.212 0.015 -0.010 -0.011
C 5.175 -0.106 2.020 0.002 0.012 0.001
C 4.678 -1.067 1.153 -0.027 0.000 0.023
C 3.500 -0.788 0.471 -0.022 -0.031 0.024
C 2.878 -1.776 -0.480 0.099 0.027 -0.105
S 1.068 -1.773 -0.514 -0.527 0.086 0.144
C 0.700 -2.418 1.100 0.067 0.018 0.055
C 0.945 -3.764 1.352 0.032 -0.009 0.041
C 0.650 -4.321 2.583 0.017 -0.007 -0.042
C 0.075 -3.513 3.560 -0.021 0.055 0.008
C -0.197 -2.183 3.304 0.010 -0.055 0.049
C 0.110 -1.590 2.068 0.096 0.055 -0.100
S -0.242 0.103 1.834 -0.172 0.107 0.101
N 2.847 0.353 0.631 0.000 -0.008 0.012
H -3.504 3.321 0.679 0.006 -0.004 -0.002
H -3.474 4.463 2.882 0.003 -0.002 0.000
H -1.316 4.872 4.026 -0.003 0.001 -0.003
H 0.790 4.153 2.982 -0.001 -0.003 -0.010
H 1.728 2.086 2.641 -0.023 0.027 -0.021
H 2.911 3.293 2.084 0.012 0.003 -0.025
H 4.809 1.824 2.908 -0.004 -0.009 0.003
H 6.098 -0.282 2.560 -0.005 -0.001 0.004
H 5.182 -2.014 1.014 0.003 0.007 -0.004
H 3.209 -2.788 -0.245 -0.002 -0.008 -0.032
H 3.176 -1.561 -1.510 -0.023 0.053 0.008
H 1.363 -4.376 0.560 -0.009 -0.008 0.005
H 0.841 -5.370 2.771 0.001 0.004 0.002
H -0.181 -3.930 4.527 0.004 -0.001 -0.002
H -0.667 -1.567 4.060 0.006 0.005 -0.002
O -0.893 -2.275 -4.492 -0.042 0.005 0.010
C -1.734 -2.021 -3.372 0.019 -0.031 -0.047
C -2.400 -0.643 -3.430 -0.011 0.006 0.032
C -3.426 -0.699 -4.573 -0.030 0.036 -0.010
O -4.070 0.541 -4.855 0.003 -0.029 0.007
C -3.162 -0.368 -2.126 0.021 -0.021 -0.001
Se -2.286 -0.607 -0.383 0.166 -0.215 -0.149
C -1.399 0.477 -3.755 -0.067 0.020 0.009
Se 0.349 0.363 -2.883 0.172 0.097 0.018
H -0.092 -1.756 -4.319 0.021 -0.005 0.010
H -1.170 -2.114 -2.444 -0.006 0.019 0.008
H -2.507 -2.796 -3.371 0.010 -0.008 -0.012
H -4.176 -1.467 -4.341 0.003 -0.008 0.003
H -2.916 -0.990 -5.492 0.003 0.002 0.001
H -4.402 0.893 -4.023 0.006 0.009 0.000
H -4.008 -1.060 -2.054 -0.010 0.016 -0.012
H -3.557 0.650 -2.133 0.016 0.014 0.024
H -1.841 1.444 -3.522 0.006 0.018 -0.006
H -1.189 0.474 -4.824 0.033 -0.030 0.006
```
Positions in Å, forces in eV/Å.

Frontier orbital gap (spin up / spin down) ... 6.2 / 6.5 eV
Highest occupied orbital energy (spin up / spin down) ... -4.071 / -4.090 eV
ΔE to the lowest compared entry with this formula, charge and spin ... 9.90 kcal per mole
Total energy ... -8794.2118 Eh
Net charge ... -1
⟨S²⟩ ... 1.126
2S+1 ... 2